[1]
This record from the OMol25 dataset describes C24H18F2Na as an isolated structure. The level of theory is ωB97M-V/def2-TZVPD.

Geometry as XYZ:
```
45
C24H18F2Na, DFT ωB97M-V/def2-TZVPD
F -3.52 3.42 -0.02
C -3.18 2.26 0.66
C -4.19 1.65 1.40
C -3.79 0.53 2.15
C -2.49 -0.06 2.00
C -1.59 0.52 1.04
C -0.32 -0.10 0.44
C 0.91 0.68 0.86
C 2.11 0.09 0.98
C 3.40 0.71 1.10
C 3.50 2.12 1.16
C 4.76 2.71 1.23
F 4.84 4.09 1.33
C 5.96 2.00 1.23
C 5.85 0.60 1.14
C 4.60 -0.02 1.07
C -1.86 1.82 0.59
H -5.19 2.04 1.45
H -4.54 0.05 2.84
H -2.23 -0.92 2.60
H -0.22 -1.15 0.75
H 0.88 1.77 1.08
H 2.19 -0.99 0.98
H 2.60 2.75 1.15
H 6.93 2.53 1.32
H 6.76 0.03 1.14
H 4.56 -1.10 0.98
H -1.12 2.40 0.09
C 0.61 -2.29 -2.06
Na -3.72 -1.18 0.17
C 0.90 -0.99 -1.70
C -0.25 -0.28 -1.18
C -1.35 -1.09 -1.82
C -0.84 -2.35 -2.12
C -1.69 -3.45 -2.32
C -3.06 -3.20 -2.32
C -3.58 -1.91 -2.31
C -2.70 -0.81 -2.13
H 1.26 -3.10 -2.29
H 1.96 -0.57 -1.72
H -0.31 0.82 -1.41
H -1.30 -4.46 -2.42
H -3.78 -4.04 -2.39
H -4.66 -1.72 -2.53
H -3.07 0.21 -2.22
```

## Properties
LUMO level   1.810 eV
Charge   -1
HOMO   -0.406 eV



[2]
This record from the OMol25 dataset describes C23H17Cl3N3O5PtSe as an isolated structure. The level of theory is ωB97M-V/def2-TZVPD.

Geometry as XYZ:
```
53
C23H17Cl3N3O5PtSe, DFT ωB97M-V/def2-TZVPD
Pt 0.29 0.81 -1.50
N 2.17 1.11 -1.63
C 1.79 -0.91 0.89
C 2.35 -1.40 2.03
C 2.50 -2.79 2.23
C 2.07 -3.67 1.27
C 1.48 -3.19 0.08
C 1.00 -4.05 -0.93
C 0.41 -3.53 -2.04
C 0.30 -2.13 -2.15
N 0.75 -1.30 -1.24
C 1.35 -1.79 -0.11
H 4.28 1.98 -1.76
H 1.66 0.15 0.75
H 2.68 -0.72 2.81
H 2.94 -3.16 3.15
H 2.16 -4.74 1.41
H 1.09 -5.12 -0.79
H 0.00 -4.16 -2.82
H -0.21 -1.69 -2.99
Se -1.95 3.05 -2.92
C -3.09 3.09 -1.38
C -2.90 4.04 -0.38
C -3.74 4.01 0.73
N -4.74 3.14 0.89
C -4.91 2.25 -0.08
C -4.12 2.18 -1.22
H -2.11 4.77 -0.45
H -3.60 4.74 1.53
H -5.71 1.53 0.07
H -4.28 1.40 -1.95
Cl 9.17 2.42 -1.55
C 8.66 3.45 -2.81
Cl 5.55 1.77 -1.39
Cl 8.05 2.51 -4.09
C -0.20 2.72 -1.70
O 0.25 3.70 -1.23
O 2.64 2.18 -1.95
O -2.06 -3.09 1.12
C -1.74 -1.88 1.61
C -1.36 -1.78 2.95
C -1.06 -0.55 3.50
C -1.13 0.61 2.73
C -1.47 0.51 1.39
C -1.77 -0.73 0.82
C -2.08 -0.85 -0.65
O -2.67 -1.88 -1.03
O -1.72 0.09 -1.44
H -2.41 -2.90 0.20
H -1.32 -2.69 3.54
H -0.78 -0.49 4.54
H -0.91 1.57 3.16
H -1.53 1.39 0.77
```

## Properties
LUMO level   0.856 eV
Charge   -1
HOMO   -4.859 eV



[3]
This record from the OMol25 dataset describes a 13-piece molecular cluster, C28H59Cl3N2O14P overall. The level of theory is ωB97M-V/def2-TZVPD.

Geometry as XYZ:
```
107
C28H59Cl3N2O14P, DFT ωB97M-V/def2-TZVPD
C -2.92 1.86 5.46
C -2.64 1.38 4.40
C -2.34 0.50 3.31
C -1.11 0.67 2.75
C -0.66 -0.16 1.71
N 0.57 0.08 1.20
C 0.91 -0.73 0.23
C 2.23 -0.46 -0.41
Cl 3.53 -1.58 -0.19
C 2.41 0.64 -1.14
C 3.69 1.04 -1.82
Cl 1.08 1.73 -1.40
C 0.11 -1.81 -0.23
P 0.74 -2.89 -1.60
C 1.26 -4.41 -0.68
C -0.75 -3.47 -2.51
N -1.09 -2.03 0.27
C -1.50 -1.18 1.25
C -2.80 -1.32 1.83
Cl -3.83 -2.54 1.16
C -3.25 -0.51 2.84
C -4.65 -0.64 3.49
O -5.13 0.42 3.95
O -5.17 -1.76 3.51
H -3.21 2.18 6.43
H -0.46 1.46 3.11
H 3.43 1.62 -2.71
H 4.28 1.70 -1.19
H 4.24 0.16 -2.14
H 1.45 -5.23 -1.37
H 0.48 -4.69 0.03
H 2.14 -4.18 -0.08
H -0.70 -4.54 -2.70
H -1.65 -3.28 -1.93
H -0.84 -2.91 -3.44
C -1.44 -7.87 -3.37
O -0.77 -7.28 -2.26
H -1.76 -7.07 -4.04
H -0.77 -8.55 -3.92
H -2.31 -8.42 -3.02
H -0.50 -8.00 -1.67
C 6.25 -2.49 -2.80
O 5.13 -2.18 -3.61
H 7.09 -2.69 -3.45
H 6.50 -1.65 -2.14
H 6.04 -3.38 -2.19
H 4.38 -2.00 -3.03
C 6.54 4.32 -1.47
O 5.77 3.84 -0.37
H 6.35 3.67 -2.32
H 6.25 5.34 -1.73
H 7.61 4.30 -1.24
H 5.94 4.42 0.38
C 3.43 3.59 1.67
O 4.07 4.27 2.76
H 3.11 4.34 0.95
H 4.13 2.91 1.19
H 2.56 3.04 2.03
H 4.35 3.60 3.39
C 1.10 1.52 5.79
O 0.71 2.67 5.05
H 1.28 0.71 5.08
H 2.02 1.71 6.35
H 0.31 1.22 6.48
H 0.55 3.38 5.67
C -4.09 -6.76 -0.91
O -3.90 -7.76 -1.91
H -3.17 -6.19 -0.82
H -4.90 -6.09 -1.19
H -4.32 -7.23 0.06
H -4.71 -8.27 -1.99
C 2.43 -2.02 6.94
O 1.41 -1.27 7.57
H 3.23 -1.34 6.65
H 2.84 -2.78 7.62
H 2.05 -2.52 6.04
H 0.71 -1.88 7.82
C -4.35 1.87 -0.05
O -3.40 1.24 -0.92
H -4.41 2.92 -0.32
H -5.33 1.41 -0.17
H -4.02 1.78 0.99
H -3.36 0.32 -0.66
C -1.51 4.14 -3.37
O -0.87 4.81 -2.28
H -1.81 4.90 -4.09
H -0.83 3.44 -3.84
H -2.41 3.61 -3.02
H -0.62 4.13 -1.64
C 2.81 6.15 -2.70
O 1.69 6.87 -2.20
H 3.58 6.87 -2.97
H 3.20 5.47 -1.94
H 2.53 5.58 -3.59
H 1.01 6.23 -1.96
C -7.22 -4.68 -3.17
O -7.38 -5.26 -1.88
H -6.20 -4.30 -3.24
H -7.38 -5.42 -3.95
H -7.91 -3.84 -3.31
H -8.28 -5.59 -1.82
C -1.33 8.12 -1.88
O -1.05 8.77 -0.64
H -2.17 8.63 -2.35
H -0.46 8.18 -2.54
H -1.58 7.07 -1.70
H -0.30 8.32 -0.24
```

## Properties
LUMO level   1.789 eV
Charge   -1
HOMO   -4.872 eV



[4]
This record from the OMol25 dataset describes one molecule with the formula C30H32N6O5. The level of theory is ωB97M-V/def2-TZVPD.

Geometry as XYZ:
```
73
C30H32N6O5, DFT ωB97M-V/def2-TZVPD
C 1.98 -4.69 5.11
O 0.82 -3.92 5.36
C 0.58 -2.84 4.57
C -0.60 -2.14 4.84
C -0.94 -1.04 4.09
C -0.13 -0.60 3.05
C -0.57 0.57 2.22
C 0.52 1.61 1.89
O 1.71 1.38 1.86
N -0.02 2.82 1.65
C 0.75 3.87 1.02
C 0.41 3.96 -0.47
C 1.30 4.98 -1.21
C 1.97 4.15 -2.31
C 1.83 2.72 -1.78
O 0.58 2.71 -1.11
N -1.12 0.12 0.93
C -2.12 0.82 0.36
O -2.60 1.82 0.86
C -2.66 0.26 -0.96
N -1.94 0.80 -2.08
N -1.13 0.05 -2.83
N -0.61 0.75 -3.75
C -1.06 2.03 -3.65
C -0.81 3.18 -4.41
C -1.45 4.33 -4.02
C -2.33 4.37 -2.92
C -2.59 3.25 -2.16
C -1.94 2.08 -2.54
C -0.44 -0.94 0.26
C -0.75 -2.27 0.54
C -0.06 -3.29 -0.09
C 0.94 -2.99 -1.00
N 1.66 -3.97 -1.68
C 1.64 -5.33 -1.51
C 2.58 -6.04 -2.47
O 0.97 -5.91 -0.69
C 1.25 -1.66 -1.28
C 0.57 -0.64 -0.65
C 1.05 -1.29 2.80
C 1.41 -2.39 3.55
H 2.89 -4.10 5.26
H 1.97 -5.10 4.10
H 1.95 -5.50 5.84
H -1.23 -2.49 5.65
H -1.86 -0.52 4.31
H -1.40 1.08 2.73
H -1.03 2.88 1.54
H 0.55 4.82 1.51
H 1.81 3.60 1.15
H -0.66 4.21 -0.57
H 2.05 5.38 -0.52
H 0.72 5.80 -1.62
H 1.42 4.24 -3.25
H 3.01 4.42 -2.48
H 2.64 2.48 -1.08
H 1.79 1.97 -2.57
H -3.71 0.56 -1.03
H -2.57 -0.82 -1.00
H -0.15 3.14 -5.25
H -1.29 5.24 -4.58
H -2.80 5.30 -2.67
H -3.25 3.28 -1.31
H -1.53 -2.49 1.25
H -0.30 -4.31 0.13
H 2.30 -3.61 -2.38
H 2.29 -5.82 -3.50
H 3.60 -5.70 -2.31
H 2.53 -7.11 -2.29
H 2.02 -1.42 -1.99
H 0.81 0.40 -0.84
H 1.71 -0.95 2.02
H 2.33 -2.90 3.32
```

## Properties
LUMO level   0.552 eV
HOMO   -8.328 eV



[5]
This record from the OMol25 dataset describes C15H13ClF3N3ORhS5 as an isolated structure. The level of theory is ωB97M-V/def2-TZVPD.

Geometry as XYZ:
```
42
C15H13ClF3N3ORhS5, DFT ωB97M-V/def2-TZVPD
Rh 0.76 1.15 -0.72
O -2.07 7.34 -1.43
C -1.58 6.24 -1.34
S -1.43 5.36 0.19
C -0.67 3.92 -0.46
C -0.44 3.89 -1.78
S 0.33 2.57 -2.62
S -0.93 5.31 -2.69
S -0.29 2.61 0.65
Cl 2.45 -3.19 3.59
C 2.34 -1.88 2.44
C 2.93 -2.00 1.26
C 2.83 -0.89 0.23
C 2.12 0.39 0.72
C 2.55 1.63 0.10
C 1.59 0.37 2.07
C 1.63 -0.70 2.89
H 3.49 -2.89 1.00
H 3.84 -0.63 -0.11
H 3.41 1.59 -0.57
H 2.51 2.54 0.69
H 1.13 1.29 2.41
H 1.18 -0.69 3.87
C -2.61 -4.04 0.83
C -2.87 -2.59 1.23
C -2.43 -1.62 0.18
N -1.36 -0.94 0.26
N -1.12 -0.16 -0.84
C -2.05 -0.26 -1.75
N -2.03 0.38 -2.94
S -3.32 -1.36 -1.30
H -2.92 -4.72 1.63
H -1.55 -4.20 0.63
H -3.17 -4.31 -0.07
H -2.30 -2.34 2.13
H -3.93 -2.44 1.46
H -1.37 1.17 -3.00
H -2.92 0.52 -3.39
F 1.08 -2.16 -0.82
C 2.20 -1.48 -1.02
F 3.04 -2.31 -1.68
F 1.90 -0.48 -1.93
```

## Properties
LUMO level   2.242 eV
Charge   -1
HOMO   -3.639 eV